ORCA calculation (wB97M-V/def2-TZVPD) on C7H12N2O3S in the gas phase.

Bonds (Å) are listed after each position.
Positions of all 25 atoms, in Å:
1 C -0.4662 2.9139 0.6830  C2 1.354, N8 1.149
2 C 0.3253 1.8462 0.4246  C1 1.354, N9 1.539, S13 1.768
3 C -2.4001 -1.7921 0.2476  C5 1.496, H14 1.087, H15 1.117, H16 1.155
4 C 2.7405 3.1068 1.5738  S13 1.849, H17 1.074, H18 1.143, H19 1.158
5 C -1.9706 -2.4715 -1.0138  C3 1.496, C6 1.471, H20 1.217, H21 1.083
6 C -0.9600 -1.7481 -1.8008  C5 1.471, C7 1.618, H22 1.057, H23 1.100
7 C 0.4444 -1.5728 -1.0175  C6 1.618, O12 1.420, H24 1.075, H25 1.145
8 N -0.9733 3.8829 1.0360  C1 1.149
9 N -0.2540 0.6432 -0.3414  C2 1.539, O12 1.360
10 O 2.6703 1.1983 -0.2098  S13 1.421
11 O 1.9324 0.5818 2.0468  S13 1.427
12 O 0.5933 -0.4130 -0.2119  C7 1.420, N9 1.360
13 S 1.9728 1.5315 0.9823  C2 1.768, C4 1.849, O10 1.421, O11 1.427
14 H -2.7574 -0.7801 0.0741  C3 1.087
15 H -3.1261 -2.4429 0.7920  C3 1.117
16 H -1.4530 -1.6301 0.8885  C3 1.155
17 H 3.7444 3.1231 1.9541  C4 1.074
18 H 2.6663 3.7205 0.6121  C4 1.143
19 H 1.9324 3.5105 2.2978  C4 1.158
20 H -1.4542 -3.4856 -0.5840  C5 1.217
21 H -2.9078 -2.7311 -1.4900  C5 1.083
22 H -0.5761 -2.2745 -2.6327  C6 1.057
23 H -1.4331 -0.8302 -2.1792  C6 1.100
24 H 0.4612 -2.3742 -0.3007  C7 1.075
25 H 1.2487 -1.5126 -1.8309  C7 1.145

Molecular weight ... 204.25 g mol⁻¹
Gap between HOMO and LUMO (spin up / spin down) ... 8.084 / 8.478 eV
LUMO energy (spin up / spin down) ... -1.652 / -1.219 eV
SMILES ... CCCCO/N=C(/C#N)S(C)(=O)=O
Relative energy (zero: lowest compared OMol25 entry of this formula, charge and spin) ... 649.3 kJ/mol
Spin multiplicity ... 1



ORCA calculation (wB97M-V/def2-TZVPD) on C7H12N2O4S in the gas phase.

Bonds (Å) are listed after each position.
Positions of all 26 atoms, in Å:
1 C -1.4903 -1.3671 0.0864  C2 1.340, N9 1.510, O10 1.335
2 C -1.1141 -2.2668 1.0046  C1 1.340, H15 1.069, H16 1.072
3 C 1.1093 0.1691 0.7980  C4 1.524, C5 1.524, H17 1.091, H18 1.089
4 C 0.6149 1.5885 0.5442  C3 1.524, C7 1.534, H19 1.086, H20 1.093
5 C 0.9003 -0.7098 -0.4292  C3 1.524, N9 1.480, H21 1.096, H22 1.091
6 C -0.9199 0.6902 -1.1863  C7 1.552, N9 1.486, H23 1.090, H24 1.094
7 C -0.8594 1.5171 0.1259  C4 1.534, C6 1.552, N8 1.422, H25 1.108
8 N -1.5592 0.8729 1.1835  C7 1.422, O13 1.411
9 N -0.5169 -0.7017 -0.8574  C1 1.510, C5 1.480, C6 1.486, H26 1.026
10 O -2.7440 -1.2101 -0.3447  C1 1.335, S14 1.692
11 O -4.9421 -0.3751 0.5079  S14 1.420
12 O -3.8227 0.7861 -1.3073  S14 1.437
13 O -2.9598 0.9759 1.0431  N8 1.411, S14 1.571
14 S -3.7298 0.1293 -0.0328  O10 1.692, O11 1.420, O12 1.437, O13 1.571
15 H -0.0996 -2.4315 1.3004  C2 1.069
16 H -1.8822 -2.7613 1.5657  C2 1.072
17 H 2.1709 0.1627 1.0486  C3 1.091
18 H 0.5351 -0.2203 1.6373  C3 1.089
19 H 0.7063 2.1686 1.4583  C4 1.086
20 H 1.1955 2.0790 -0.2409  C4 1.093
21 H 1.4940 -0.3238 -1.2657  C5 1.096
22 H 1.2109 -1.7379 -0.2357  C5 1.091
23 H -1.9308 0.7028 -1.5949  C6 1.090
24 H -0.2256 1.0819 -1.9352  C6 1.094
25 H -1.2471 2.5277 -0.1085  C7 1.108
26 H -0.6017 -1.2437 -1.7246  N9 1.026

Molecular weight ... 220.25 g mol⁻¹
Gap between HOMO and LUMO (spin up / spin down) ... 4.476 / 7.440 eV
LUMO energy (spin up / spin down) ... 0.319 / -1.436 eV
<S²> ... 2.01
Relative energy (zero: lowest compared OMol25 entry of this formula, charge and spin) ... 95.0 kJ/mol
Spin multiplicity ... 3



ORCA calculation (wB97M-V/def2-TZVPD) on C7H12N2O5 in the gas phase.

Bonds (Å) are listed after each position.
Positions of all 26 atoms, in Å:
1 C -1.1856 2.0251 0.0297  C2 1.474, C3 1.558, H10 1.120, N20 1.443
2 C -0.6206 0.7792 -0.5187  C1 1.474, N21 1.354, O22 1.242
3 C -0.1836 2.8313 0.9086  C1 1.558, H11 1.085, H12 1.109, H13 1.114
4 C 0.2182 -1.4519 -0.1520  C5 1.550, C6 1.566, H15 1.105, N21 1.440
5 C 0.0000 -2.5839 0.8840  C4 1.550, O23 1.225, O26 1.319
6 C 1.7388 -1.1576 -0.3803  C4 1.566, C7 1.526, H16 1.084, H17 1.093
7 C 2.1240 -1.5845 -1.7935  C6 1.526, O24 1.205, O25 1.315
8 H -2.1222 1.2824 1.6054  N20 1.009
9 H -2.9160 1.0003 0.2581  N20 1.037
10 H -1.4836 2.6985 -0.8143  C1 1.120
11 H 0.7160 3.0552 0.3440  C3 1.085
12 H 0.1920 2.2601 1.7813  C3 1.109
13 H -0.6853 3.7619 1.2595  C3 1.114
14 H -0.2905 -0.0473 1.2926  N21 1.029
15 H -0.2054 -1.8674 -1.0837  C4 1.105
16 H 2.0168 -0.1359 -0.1463  C6 1.084
17 H 2.2915 -1.8048 0.3053  C6 1.093
18 H 1.0803 -0.1155 -2.4253  O25 1.007
19 H -1.4946 -1.6257 1.3767  O26 0.979
20 N -2.4013 1.7505 0.7564  C1 1.443, H8 1.009, H9 1.037
21 N -0.4851 -0.2832 0.3096  C2 1.354, C4 1.440, H14 1.029
22 O -0.3560 0.7063 -1.7297  C2 1.242
23 O 0.7797 -3.5152 1.0397  C5 1.225
24 O 2.8309 -2.5488 -1.9411  C7 1.205
25 O 1.5366 -0.9409 -2.7781  C7 1.315, H18 1.007
26 O -1.0953 -2.4882 1.6120  C5 1.319, H19 0.979

Molecular weight ... 204.18 g mol⁻¹
Gap between HOMO and LUMO ... 9.980 eV
LUMO energy ... -0.095 eV
SMILES ... C[C@H](N)C(=O)N[C@@H](CC(=O)O)C(=O)O
Relative energy (zero: lowest compared OMol25 entry of this formula, charge and spin) ... 85.3 kJ/mol
Spin multiplicity ... 1



ORCA calculation (wB97M-V/def2-TZVPD) on 2 unconnected molecules or ions with the total composition C7H12N2O5P.

Bonds (Å) are listed after each position.
Positions of all 27 atoms, in Å:
1 C 1.6269 -0.8022 0.5712  P2 1.917, H12 1.159, H13 1.147, H14 1.137
2 P 0.4991 -0.3920 -0.9238  C1 1.917, C3 1.907, C4 1.898
3 C 1.4257 1.0197 -1.8091  P2 1.907, H15 1.148, H16 1.144, H17 1.152
4 C -1.0974 0.2542 -0.1256  P2 1.898, C5 1.596, C8 1.605, H18 1.163
5 C -1.8410 1.5361 -0.7185  C4 1.596, N6 1.348, H19 1.142
6 N -3.0609 1.5582 -0.1447  C5 1.348, C7 1.518, H20 1.035
7 C -3.3109 0.3831 0.7826  N6 1.518, C8 1.625, H21 1.157, H22 1.139
8 C -2.3801 -0.7015 0.0090  C4 1.605, C7 1.625, C9 1.595, H23 1.142
9 C -2.2396 -2.1659 0.6248  C8 1.595, O10 1.274, O11 1.389
10 O -1.2471 -2.5844 1.3055  C9 1.274
11 O -3.2658 -3.0625 0.3547  C9 1.389
12 H 1.1122 -0.3878 1.5234  C1 1.159
13 H 2.6068 -0.2154 0.4712  C1 1.147
14 H 1.7625 -1.9199 0.7305  C1 1.137
15 H 0.7851 1.9676 -1.9022  C3 1.148
16 H 2.3493 1.2959 -1.1937  C3 1.144
17 H 1.7933 0.6252 -2.8272  C3 1.152
18 H -0.8009 0.5821 0.9499  C4 1.163
19 H -1.5047 2.3295 -1.4677  C5 1.142
20 H -3.7961 2.2724 -0.2885  N6 1.035
21 H -2.8104 0.6009 1.8031  C7 1.157
22 H -4.4071 0.0937 0.8886  C7 1.139
23 H -2.8883 -0.7272 -1.0139  C8 1.142
24 N 5.1742 -0.3915 0.6006  O25 1.245, O26 1.252, O27 1.246
25 O 5.9774 -0.4817 1.5472  N24 1.245
26 O 4.8164 0.7348 0.1880  N24 1.252
27 O 4.7214 -1.4214 0.0642  N24 1.246

Molecular weight ... 235.16 g mol⁻¹
Gap between HOMO and LUMO ... 4.875 eV
LUMO energy ... 0.346 eV
Charge ... -1
Relative energy (zero: lowest compared OMol25 entry of this formula, charge and spin) ... 143.3 kJ/mol
Spin multiplicity ... 1



ORCA calculation (wB97M-V/def2-TZVPD) on a gas-phase ion, C7H12N2P (charge +1).

Bonds (Å) are listed after each position.
Positions of all 22 atoms, in Å:
1 C -1.4363 0.3617 0.0092  C2 1.324, N8 1.418, H11 1.099
2 C -0.7323 1.4835 -0.0026  C1 1.324, C7 1.415, N9 1.412
3 C 0.7408 -0.2786 0.0762  C6 1.362, N8 1.530, N9 1.393
4 C -1.4056 -1.9218 0.8173  C5 1.495, N8 1.512, H12 1.035, H13 1.084
5 C -1.1644 -2.0508 -0.6525  C4 1.495, N8 1.481, H14 1.050, H15 1.015
6 C 1.9547 -0.8873 -0.0266  C3 1.362, P10 1.877, H16 1.084
7 C -1.1078 2.8475 0.0239  C2 1.415, H17 1.061, H18 1.170, H19 1.190
8 N -0.6828 -0.8384 0.0489  C1 1.418, C3 1.530, C4 1.512, C5 1.481
9 N 0.6264 1.1100 0.0879  C2 1.412, C3 1.393, H20 1.003
10 P 3.4973 0.1811 0.0286  C6 1.877, H21 1.376, H22 1.521
11 H -2.5299 0.2689 -0.0408  C1 1.099
12 H -2.2566 -1.5618 1.2840  C4 1.035
13 H -0.8243 -2.6505 1.3699  C4 1.084
14 H -0.4727 -2.8176 -0.8423  C5 1.050
15 H -1.8064 -1.9189 -1.4282  C5 1.015
16 H 2.0308 -1.9560 0.1367  C6 1.084
17 H -0.4753 3.3831 0.6866  C7 1.061
18 H -0.9422 3.1712 -1.0882  C7 1.170
19 H -2.2878 2.9685 0.1132  C7 1.190
20 H 1.0782 1.5235 0.8828  N9 1.003
21 H 3.5365 0.3657 -1.3348  P10 1.376
22 H 4.6597 -0.7829 -0.1491  P10 1.521

Molecular weight ... 155.16 g mol⁻¹
Gap between HOMO and LUMO ... 9.287 eV
LUMO energy ... -2.914 eV
SMILES ... CC1=C[N+]2(CC2)/C(=C/P)N1
Charge ... +1
Relative energy (zero: lowest compared OMol25 entry of this formula, charge and spin) ... 314.3 kJ/mol
Spin multiplicity ... 1



ORCA calculation (wB97M-V/def2-TZVPD) on 2 unconnected molecules or ions with the total composition C7H12N2S.

Bonds (Å) are listed after each position.
Positions of all 22 atoms, in Å:
1 S -1.0423 0.4121 -2.1703  C2 1.829, C3 1.829
2 C -2.0511 -0.0678 -0.7227  S1 1.829, C4 1.526, H6 1.107, H7 1.107
3 C -0.4197 1.9409 -1.3837  S1 1.829, C5 1.526, H8 1.107, H9 1.107
4 C -1.5741 0.8054 0.4341  C2 1.526, C5 1.526, H10 1.107, H11 1.107
5 C -1.3071 2.1823 -0.1661  C3 1.526, C4 1.526, H12 1.107, H13 1.107
6 H -3.1217 0.1083 -0.9425  C2 1.107
7 H -1.9206 -1.1502 -0.5306  C2 1.107
8 H 0.6376 1.8007 -1.0872  C3 1.107
9 H -0.4565 2.7691 -2.1173  C3 1.107
10 H -2.3210 0.8349 1.2507  C4 1.107
11 H -0.6352 0.3933 0.8515  C4 1.107
12 H -0.8254 2.8733 0.5523  C5 1.107
13 H -2.2630 2.6407 -0.4848  C5 1.107
14 N 2.9720 -1.3362 1.6116  C15 1.324, C16 1.374
15 C 2.5859 -0.7207 0.5052  N14 1.324, N18 1.363, H19 1.090
16 C 2.1467 -2.4297 1.7217  N14 1.374, C17 1.378, H20 1.090
17 C 1.2542 -2.4753 0.6725  C16 1.378, N18 1.373, H21 1.090
18 N 1.5507 -1.3755 -0.0934  C15 1.363, C17 1.373, H22 1.023
19 H 3.0165 0.1929 0.0953  C15 1.090
20 H 2.2365 -3.1303 2.5519  C16 1.090
21 H 0.4577 -3.1712 0.4093  C17 1.090
22 H 1.0797 -1.0970 -0.9578  N18 1.023

Molecular weight ... 156.25 g mol⁻¹
Gap between HOMO and LUMO ... 9.475 eV
LUMO energy ... 0.694 eV
SMILES ... c1c[nH]cn1.C1CCSC1
Relative energy (zero: lowest compared OMol25 entry of this formula, charge and spin) ... 0.0 kJ/mol
Spin multiplicity ... 1